No. 1
Formula: C25H46N2O3S
Source: the OMol25 dataset
Level of theory: the ωB97M-V functional and the def2-TZVPD basis

Element x y z (Å)
1 C -5.227 0.246 3.947
2 C -4.957 -0.899 4.646
3 C -3.653 -0.965 5.502
4 C -2.389 -0.637 4.842
5 C -1.012 -0.690 5.555
6 C 0.394 -0.392 4.889
7 C 0.694 1.134 4.629
8 C 0.779 2.048 5.917
9 C 1.427 1.371 7.199
10 C 1.744 3.277 5.521
11 C -1.021 -1.087 6.971
12 C -2.316 -1.429 7.661
13 N -2.418 -1.859 9.002
14 S -4.056 -2.129 9.174
15 N -4.779 -1.765 7.719
16 C -3.662 -1.384 6.961
17 H -6.145 0.400 3.330
18 H -4.447 1.051 3.955
19 H -5.647 -1.786 4.571
20 H -2.447 -0.364 3.758
21 H 1.222 -0.924 5.445
22 H 0.374 -0.890 3.867
23 H -0.071 1.617 3.943
24 H 1.683 1.191 4.080
25 H -0.200 2.534 6.205
26 H 0.678 1.434 8.044
27 H 2.301 2.007 7.545
28 H 1.837 0.340 7.044
29 H 2.819 2.972 5.720
30 H 1.699 3.443 4.400
31 H 1.517 4.213 6.095
32 H -0.072 -1.157 7.564
33 C 0.326 -4.366 0.954
34 C -0.953 -3.716 1.452
35 O -0.860 -2.307 1.587
36 C -0.587 -1.592 0.391
37 C -1.653 -1.761 -0.676
38 H 1.174 -4.075 1.577
39 H 0.232 -5.454 0.969
40 H 0.556 -4.067 -0.072
41 H -1.180 -4.105 2.447
42 H -1.804 -3.982 0.815
43 H 0.403 -1.860 0.004
44 H -0.533 -0.537 0.670
45 H -1.692 -2.788 -1.046
46 H -1.448 -1.109 -1.528
47 H -2.641 -1.521 -0.276
48 C -0.997 -0.408 -6.520
49 C -0.561 0.027 -5.131
50 O -0.329 -1.056 -4.245
51 C 0.694 -1.966 -4.618
52 C 2.067 -1.325 -4.726
53 H -1.858 -1.077 -6.462
54 H -1.262 0.460 -7.126
55 H -0.200 -0.946 -7.039
56 H -1.360 0.624 -4.685
57 H 0.320 0.676 -5.179
58 H 0.426 -2.480 -5.547
59 H 0.723 -2.730 -3.839
60 H 2.110 -0.605 -5.547
61 H 2.830 -2.084 -4.909
62 H 2.315 -0.788 -3.807
63 C 4.224 2.253 -6.761
64 C 3.472 2.111 -8.072
65 O 2.062 2.084 -7.919
66 C 1.466 3.240 -7.349
67 C 1.685 4.501 -8.166
68 H 3.908 1.485 -6.050
69 H 5.299 2.162 -6.925
70 H 4.040 3.224 -6.295
71 H 3.747 1.160 -8.534
72 H 3.763 2.894 -8.780
73 H 1.808 3.374 -6.316
74 H 0.394 3.039 -7.295
75 H 2.738 4.789 -8.185
76 H 1.120 5.333 -7.742
77 H 1.370 4.349 -9.201

Calculated values
HOMO energy: -8.3 eV
spin multiplicity: 1
lowest unoccupied orbital energy: -0.58 eV
net charge: 0
Kohn-Sham gap: 7.768 eV

=====

No. 2
Formula: C25H46N2O8P
Source: the OMol25 dataset
Level of theory: the ωB97M-V functional and the def2-TZVPD basis

Element x y z (Å)
1 C -0.390 3.865 0.191
2 C -1.688 4.076 0.990
3 C -1.713 3.314 2.301
4 O -1.310 1.967 2.044
5 C -1.439 1.049 3.098
6 C -0.305 0.046 2.902
7 P -0.539 -1.292 4.185
8 O -1.939 -1.547 4.433
9 O 0.326 -2.527 3.683
10 O 0.284 -0.735 5.434
11 C 1.084 0.724 2.953
12 O 1.464 1.302 1.739
13 C 1.598 0.403 0.629
14 C 3.058 0.208 0.259
15 C 3.757 1.445 -0.322
16 C 2.995 2.020 -1.521
17 C 4.053 2.529 0.713
18 C 0.865 -0.911 0.896
19 C 0.738 -1.779 -0.354
20 N 1.766 -2.811 -0.357
21 N -0.470 -0.478 1.491
22 O -1.424 -1.500 1.519
23 C -2.411 -1.527 0.436
24 C -3.798 -1.027 0.806
25 C -3.951 0.503 0.722
26 C -4.824 -1.753 -0.092
27 C -4.717 -1.333 -1.572
28 C -6.236 -1.569 0.471
29 H -0.012 4.806 -0.209
30 H 0.392 3.428 0.816
31 H -0.548 3.198 -0.660
32 H -2.557 3.786 0.395
33 H -1.816 5.134 1.231
34 H -2.718 3.312 2.739
35 H -1.027 3.760 3.033
36 H -1.360 1.505 4.092
37 H -2.399 0.524 3.051
38 H 1.161 -2.683 4.155
39 H 0.997 -0.099 5.290
40 H 1.027 1.552 3.666
41 H 1.854 0.020 3.306
42 H 1.073 0.893 -0.204
43 H 3.113 -0.594 -0.487
44 H 3.596 -0.138 1.151
45 H 4.725 1.080 -0.683
46 H 3.671 2.549 -2.194
47 H 2.226 2.731 -1.202
48 H 2.495 1.240 -2.105
49 H 4.612 2.123 1.559
50 H 3.136 2.983 1.093
51 H 4.661 3.319 0.267
52 H 1.338 -1.507 1.676
53 H 0.775 -1.136 -1.248
54 H -0.232 -2.270 -0.351
55 H 2.624 -2.516 0.092
56 H 1.986 -3.051 -1.317
57 H -0.816 0.326 0.939
58 H -1.992 -1.014 -0.437
59 H -2.443 -2.594 0.205
60 H -3.982 -1.368 1.832
61 H -3.066 0.999 0.315
62 H -4.785 0.767 0.070
63 H -4.156 0.961 1.689
64 H -4.598 -2.823 -0.020
65 H -3.848 -0.702 -1.777
66 H -5.595 -0.764 -1.883
67 H -4.650 -2.201 -2.228
68 H -6.415 -2.230 1.320
69 H -6.409 -0.542 0.804
70 H -6.987 -1.798 -0.288
71 C 3.936 -1.599 -4.114
72 C 4.670 -1.177 -5.138
73 C 4.300 -1.514 -6.541
74 O 4.967 -1.127 -7.471
75 C 3.083 -2.344 -6.748
76 C 2.351 -2.763 -5.720
77 C 2.720 -2.418 -4.329
78 O 2.040 -2.793 -3.390
79 H 4.186 -1.372 -3.084
80 H 5.563 -0.578 -5.015
81 H 2.839 -2.578 -7.776
82 H 1.462 -3.368 -5.841

Calculated values
HOMO energy: -12.2 eV
spin multiplicity: 1
lowest unoccupied orbital energy: -3.63 eV
net charge: +1
Kohn-Sham gap: 8.542 eV

=====

No. 3
Formula: C25H46N5
Source: the OMol25 dataset
Level of theory: the ωB97M-V functional and the def2-TZVPD basis

Element x y z (Å)
1 C -4.134 0.208 -3.584
2 C -3.409 0.653 -4.920
3 C -1.826 0.471 -4.846
4 C -1.393 -0.955 -4.308
5 C -0.266 -1.656 -5.199
6 C -0.588 -3.159 -5.575
7 C -0.052 -4.224 -4.524
8 C -0.073 -3.681 -3.017
9 C 0.026 -4.927 -2.043
10 C 1.107 -4.793 -0.894
11 C 1.052 -3.359 -0.233
12 C -0.459 -3.022 0.235
13 C -0.356 -2.149 1.549
14 C -0.328 -0.599 1.136
15 C 0.311 0.318 2.243
16 N 1.789 0.254 2.344
17 C 2.796 -0.038 1.426
18 N 2.619 -0.385 0.131
19 N 4.082 0.057 1.953
20 C 3.832 0.438 3.280
21 N 2.472 0.534 3.463
22 C 2.027 0.932 4.823
23 C 1.026 2.157 4.867
24 C 1.285 3.270 3.776
25 C -0.121 3.987 3.491
26 N -0.101 5.427 3.788
27 C -1.160 5.948 4.514
28 C -1.020 7.381 4.741
29 C 0.266 7.670 4.017
30 C 0.808 6.435 3.439
31 H -5.227 0.462 -3.676
32 H -4.099 -0.912 -3.440
33 H -3.657 0.678 -2.685
34 H -3.790 0.104 -5.828
35 H -3.648 1.748 -5.058
36 H -1.481 1.255 -4.104
37 H -1.349 0.742 -5.823
38 H -2.270 -1.650 -4.208
39 H -0.961 -0.794 -3.277
40 H -0.257 -1.081 -6.173
41 H 0.765 -1.513 -4.760
42 H -0.085 -3.401 -6.556
43 H -1.704 -3.251 -5.658
44 H 1.030 -4.445 -4.748
45 H -0.699 -5.142 -4.524
46 H -1.057 -3.173 -2.846
47 H 0.766 -2.945 -2.924
48 H 0.305 -5.841 -2.642
49 H -0.976 -5.046 -1.537
50 H 0.878 -5.537 -0.074
51 H 2.161 -4.984 -1.223
52 H 1.339 -2.526 -0.930
53 H 1.705 -3.297 0.691
54 H -0.901 -2.427 -0.617
55 H -1.006 -3.994 0.393
56 H -1.324 -2.301 2.113
57 H 0.483 -2.430 2.236
58 H 0.074 -0.437 0.104
59 H -1.418 -0.301 1.082
60 H -0.084 -0.068 3.233
61 H -0.040 1.391 2.200
62 H 2.225 0.209 -0.592
63 H 2.953 -1.307 -0.156
64 H 4.557 0.645 4.093
65 H 2.960 1.241 5.376
66 H 1.592 0.069 5.394
67 H 0.997 2.608 5.902
68 H -0.010 1.728 4.714
69 H 1.626 2.850 2.786
70 H 1.987 4.079 4.120
71 H -0.451 3.795 2.423
72 H -0.943 3.550 4.129
73 H -2.036 5.410 4.936
74 H -1.665 8.093 5.297
75 H 0.786 8.657 3.914
76 H 1.739 6.296 2.854

Calculated values
HOMO energy: -10.2 eV
spin multiplicity: 1
lowest unoccupied orbital energy: -3.18 eV
net charge: +1
Kohn-Sham gap: 7.035 eV